The molecule C6H11BrSi in a non-equilibrium geometry, computed with ωB97M-V with the def2-TZVPD basis set.

Geometry as ORCA input:
```
! wB97M-V def2-TZVPD RIJCOSX def2/J DEFGRID3
* xyz 0 1
C -0.137 -1.972 1.133
Si 0.235 -0.486 0.007
C 1.496 -0.971 -1.337
C 0.709 1.135 0.918
C -0.244 2.178 0.426
C -1.213 1.857 -0.406
C -1.338 0.289 -0.791
Br -3.021 -0.358 -0.004
H -0.271 -2.872 0.541
H 0.681 -2.152 1.822
H -1.038 -1.823 1.719
H 1.067 -1.657 -2.059
H 1.875 -0.111 -1.881
H 2.348 -1.469 -0.884
H 1.729 1.458 0.710
H 0.631 1.057 2.004
H -0.096 3.196 0.766
H -1.947 2.524 -0.821
H -1.464 0.178 -1.864
*
```

Computed properties:
Strongest force on any atom ... 0.0562 Eh/bohr
Energy ... -84320.845 eV
Gap between HOMO and LUMO ... 0.37819 Eh
Relative energy (zero: lowest compared OMol25 entry of this formula, charge and spin) ... 0.0 kJ/mol


A structure of composition C4H7CuNO2 in a non-equilibrium geometry, computed with ωB97M-V with the def2-TZVPD basis set.

Geometry as ORCA input:
```
! wB97M-V def2-TZVPD RIJCOSX def2/J DEFGRID3
* xyz -1 1
Cu 0.201 -1.407 -0.878
O -1.651 -2.524 -1.360
H -1.508 -2.646 -2.305
O 0.710 -2.535 0.947
H 1.596 -2.172 1.063
N -0.335 0.982 1.306
C -1.087 1.385 0.243
C -0.215 1.480 -0.849
C 1.054 1.079 -0.392
C 0.934 0.717 0.929
H -0.731 0.782 2.206
H -2.145 1.563 0.292
H -0.505 1.683 -1.867
H 1.970 1.176 -0.953
H 1.713 0.437 1.617
*
```

Computed properties:
Strongest force on any atom ... 0.0486 Eh/bohr
Energy ... -54484.941 eV
Gap between HOMO and LUMO ... 0.23988 Eh
Relative energy (zero: lowest compared OMol25 entry of this formula, charge and spin) ... 26.7 kJ/mol


A structure of composition C23H22CoN10S4Se in a non-equilibrium geometry, computed with ωB97M-V with the def2-TZVPD basis set.

Geometry as ORCA input:
```
! wB97M-V def2-TZVPD RIJCOSX def2/J DEFGRID3
* xyz 0 2
Co 0.127 0.170 0.120
S -3.926 2.840 1.988
C -2.508 1.944 1.813
S -1.745 2.016 3.313
S -2.129 1.112 0.403
C -3.078 -4.273 1.608
C -3.122 -3.358 0.569
C -2.209 -2.322 0.498
C -1.223 -2.181 1.477
C -1.168 -3.133 2.513
C -2.089 -4.153 2.578
N -0.328 -1.098 1.460
N 0.305 -0.926 2.547
C 0.973 0.254 2.638
C 1.657 0.593 3.806
C 2.208 1.848 3.913
C 2.079 2.736 2.850
C 1.413 2.322 1.715
N 0.879 1.114 1.601
H -3.807 -5.071 1.662
H -3.882 -3.432 -0.197
H -2.309 -1.601 -0.298
H -0.392 -3.046 3.257
H -2.044 -4.859 3.397
H 1.712 -0.139 4.599
H 2.724 2.147 4.816
H 2.471 3.741 2.909
H 1.287 2.992 0.877
C 0.691 6.040 -1.789
C -0.397 4.983 -2.015
C 0.160 3.603 -1.992
N -0.004 2.775 -1.035
N 0.621 1.575 -1.199
C 1.324 1.508 -2.302
N 2.026 0.424 -2.668
S 1.199 2.945 -3.268
H 0.252 7.036 -1.791
H 1.444 5.992 -2.577
H 1.183 5.882 -0.829
H -0.894 5.166 -2.969
H -1.145 5.030 -1.224
H 2.210 -0.239 -1.921
H 2.693 0.501 -3.413
C 3.312 -2.530 0.046
C 2.008 -1.836 -0.234
N 1.812 -0.609 -0.005
H 4.012 -1.810 0.461
H 3.721 -2.977 -0.862
H 3.146 -3.324 0.779
Se 1.242 -4.508 -1.252
N -0.116 -4.373 -2.397
C -0.636 -3.152 -2.371
C -1.713 -2.711 -3.164
C -2.104 -1.383 -3.064
C -1.493 -0.529 -2.173
N -0.480 -0.937 -1.356
C -0.047 -2.183 -1.483
N 1.038 -2.677 -0.799
H -2.189 -3.406 -3.840
H -2.914 -1.000 -3.671
H -1.837 0.488 -2.056
*
```

Computed properties:
Strongest force on any atom ... 0.0371 Eh/bohr
Energy ... -185420.763 eV
<S²> ... 0.76
Gap between HOMO and LUMO (alpha / beta) ... 0.13689 / 0.13646 Eh


A cluster of 2 separate species, C18H11Br2F4N2 in total in a non-equilibrium geometry, computed with ωB97M-V with the def2-TZVPD basis set.

Geometry as ORCA input:
```
! wB97M-V def2-TZVPD RIJCOSX def2/J DEFGRID3
* xyz 1 1
F -1.441 3.262 4.047
C -1.256 3.407 2.688
C -0.511 4.503 2.255
C -0.338 4.614 0.874
F 0.348 5.705 0.391
C -0.852 3.706 -0.025
C -1.681 2.631 0.417
C -2.318 1.838 -0.573
C -3.004 0.605 -0.422
C -3.582 0.061 -1.611
C -4.500 -0.963 -1.530
F -5.059 -1.445 -2.691
C -4.889 -1.546 -0.321
C -4.206 -1.105 0.813
F -4.591 -1.635 2.027
C -3.201 -0.145 0.785
C -1.847 2.488 1.831
H -0.108 5.242 2.940
H -0.655 3.790 -1.090
H -2.484 2.335 -1.531
H -3.296 0.493 -2.569
H -5.667 -2.302 -0.276
H -2.584 0.015 1.667
H -2.477 1.705 2.240
Br 1.799 -1.104 -3.740
C 0.899 0.583 -3.544
C 1.134 1.613 -4.500
N 2.005 1.437 -5.506
C 0.370 2.807 -4.405
Br 0.556 4.161 -5.759
C -0.553 2.926 -3.381
N -0.721 1.952 -2.467
C -0.051 0.792 -2.548
H 2.135 2.154 -6.207
H 2.516 0.571 -5.607
H -1.158 3.827 -3.306
H -0.272 0.002 -1.831
*
```

Computed properties:
Strongest force on any atom ... 0.0409 Eh/bohr
Energy ... -172771.252 eV
Gap between HOMO and LUMO ... 0.21107 Eh
Relative energy (zero: lowest compared OMol25 entry of this formula, charge and spin) ... 29.6 kJ/mol


A structure of composition C28H39GaI2N5O2 in a non-equilibrium geometry, computed with ωB97M-V with the def2-TZVPD basis set.

Geometry as ORCA input:
```
! wB97M-V def2-TZVPD RIJCOSX def2/J DEFGRID3
* xyz -1 1
C 6.027 4.031 -2.367
C 4.992 3.618 -1.323
O 5.499 3.904 -0.021
C 4.717 2.137 -1.410
N 3.631 1.739 -0.531
C 2.519 1.033 -1.170
C 1.302 1.931 -1.336
O 0.131 1.164 -1.427
Ga -1.340 2.247 -0.878
C -3.114 1.490 -1.640
I -4.302 0.785 0.046
C -3.934 2.553 -2.339
C -4.296 3.763 -1.468
I -2.879 3.241 -4.127
H 6.017 5.103 -2.520
H 5.804 3.536 -3.305
H 7.012 3.744 -2.015
H 4.079 4.187 -1.484
H 5.139 4.753 0.281
H 4.501 1.901 -2.445
H 5.640 1.657 -1.077
H 3.954 1.252 0.288
H 2.211 0.182 -0.576
H 2.814 0.638 -2.146
H 1.413 2.634 -2.172
H 1.270 2.542 -0.427
H -1.328 2.350 0.728
H -1.045 3.727 -1.447
H -2.981 0.679 -2.345
H -4.845 2.139 -2.750
H -5.371 3.793 -1.341
H -3.811 3.740 -0.500
H -3.990 4.685 -1.939
N 3.823 -0.736 1.539
C 4.123 -1.860 0.894
C 3.691 -3.114 1.297
C 2.901 -3.204 2.433
C 2.578 -2.042 3.114
C 3.065 -0.840 2.627
H 4.737 -1.741 0.007
H 3.963 -3.994 0.731
H 2.536 -4.163 2.779
H 1.958 -2.061 4.001
H 2.829 0.095 3.122
N 4.803 -7.565 1.424
C 5.188 -8.646 0.750
C 4.575 -9.088 -0.412
C 3.498 -8.368 -0.902
C 3.081 -7.241 -0.213
C 3.767 -6.885 0.938
H 6.033 -9.181 1.169
H 4.934 -9.974 -0.919
H 2.991 -8.680 -1.806
H 2.245 -6.650 -0.559
H 3.476 -6.010 1.506
N -0.421 -2.018 5.497
C -1.310 -1.355 4.758
C -2.563 -1.853 4.433
C -2.912 -3.108 4.902
C -1.999 -3.812 5.671
C -0.773 -3.224 5.938
H -0.995 -0.379 4.407
H -3.243 -1.270 3.827
H -3.880 -3.533 4.669
H -2.230 -4.796 6.055
H -0.028 -3.739 6.535
N -7.401 4.434 -2.242
C -8.466 4.866 -1.573
C -9.633 5.300 -2.184
C -9.694 5.286 -3.568
C -8.592 4.841 -4.280
C -7.474 4.426 -3.570
H -8.373 4.862 -0.492
H -10.471 5.639 -1.590
H -10.586 5.617 -4.085
H -8.595 4.815 -5.361
H -6.587 4.069 -4.084
*
```

Computed properties:
Strongest force on any atom ... 0.0245 Eh/bohr
Energy ... -109791.188 eV
Gap between HOMO and LUMO ... 0.25138 Eh


A structure of composition C20H30ClO2Pt in a non-equilibrium geometry, computed with ωB97M-V with the def2-TZVPD basis set.

Geometry as ORCA input:
```
! wB97M-V def2-TZVPD RIJCOSX def2/J DEFGRID3
* xyz 1 5
O 0.471 -0.039 -3.236
C 0.607 1.218 -3.958
C 0.568 0.552 -5.338
H 1.563 1.707 -3.710
H -0.239 1.885 -3.735
C 0.499 -0.742 -4.501
H 1.487 0.657 -5.920
H -0.323 0.747 -5.930
C 1.779 -1.551 -4.641
H 2.641 -0.873 -4.543
H 1.802 -2.025 -5.629
H 1.844 -2.332 -3.882
C -0.764 -1.582 -4.593
H -1.646 -0.963 -4.385
H -0.723 -2.371 -3.836
H -0.848 -2.052 -5.582
Pt 0.166 -0.143 3.119
C -2.215 -0.419 4.513
C -1.509 0.785 4.122
C -1.633 0.895 2.640
H -1.151 1.592 4.780
C -2.367 -0.284 2.204
C -2.722 -1.044 3.342
H -3.401 -1.901 3.317
H -2.455 -0.680 5.542
H -1.474 1.803 2.073
H -2.718 -0.421 1.185
C 1.393 -2.503 4.322
C 0.470 -2.971 3.369
C 0.527 -2.119 2.188
H -0.127 -3.871 3.434
C 1.740 -1.270 2.376
C 2.084 -1.371 3.796
H 2.890 -0.827 4.268
H 1.624 -2.962 5.283
H 0.002 -2.225 1.247
H 2.293 -0.774 1.591
O 0.918 0.970 -1.099
C -0.326 0.277 -0.749
C -1.470 1.278 -0.956
H -0.318 -0.022 0.342
H -0.439 -0.630 -1.342
C -0.754 2.644 -0.852
H -2.259 1.165 -0.208
H -1.948 1.148 -1.941
C 0.731 2.309 -0.566
H -1.202 3.329 -0.126
H -0.781 3.126 -1.836
H 0.942 2.377 0.518
H 1.404 2.984 -1.107
Cl 0.516 3.042 3.167
C 1.249 1.483 3.618
H 2.234 1.493 3.131
H 1.368 1.501 4.711
*
```

Computed properties:
Strongest force on any atom ... 0.0480 Eh/bohr
Energy ... -41075.461 eV
<S²> ... 6.02
Gap between HOMO and LUMO (alpha / beta) ... 0.25791 / 0.16580 Eh


The molecule C7H12N2O2 in a non-equilibrium geometry, computed with ωB97M-V with the def2-TZVPD basis set.

Geometry as ORCA input:
```
! wB97M-V def2-TZVPD RIJCOSX def2/J DEFGRID3
* xyz 0 1
C -2.093 -0.238 1.430
C -1.647 -0.529 0.003
O -2.691 -0.989 -0.859
C -0.571 -1.498 -0.035
N 0.032 -2.422 -0.311
C -1.206 0.873 -0.607
C 0.191 1.465 -0.205
C 1.294 0.626 -0.875
C 2.495 0.297 -0.057
N 3.038 -0.800 -0.161
O 4.210 -0.950 0.535
H -1.386 0.520 1.680
H -2.434 -1.046 2.085
H -3.027 0.284 1.101
H -3.149 -1.658 -0.359
H -2.060 1.518 -0.281
H -1.320 0.946 -1.738
H 0.339 1.317 0.858
H 0.320 2.533 -0.410
H 0.833 -0.350 -1.192
H 1.705 1.088 -1.766
H 2.749 1.003 0.717
H 4.378 -1.988 0.447
*
```

Computed properties:
Strongest force on any atom ... 0.0680 Eh/bohr
Energy ... -14525.227 eV
Gap between HOMO and LUMO ... 0.37646 Eh
Relative energy (zero: lowest compared OMol25 entry of this formula, charge and spin) ... 440.3 kJ/mol


The molecule C19H25Cl2F2NO7S in a non-equilibrium geometry, computed with ωB97M-V with the def2-TZVPD basis set.

Geometry as ORCA input:
```
! wB97M-V def2-TZVPD RIJCOSX def2/J DEFGRID3
* xyz 0 1
C 3.744 -1.331 1.276
C 2.340 -1.457 1.172
C 1.335 -0.864 0.025
C 2.343 -0.134 -1.023
C 3.241 -1.129 -1.891
C 4.769 -0.630 -2.056
N 5.579 -0.088 -0.967
O 5.302 -0.698 -3.194
O 0.806 -2.108 -0.409
S 0.089 -2.477 -1.803
O 0.353 -1.543 -2.973
O -1.567 -2.107 -1.493
C -1.710 -1.558 -0.137
C -3.335 -1.520 0.032
C -4.103 -0.847 -1.187
O -4.819 0.317 -0.687
C -6.051 -0.015 -0.113
C -7.125 1.180 0.045
O -6.390 -1.127 0.326
C -1.181 -0.056 -0.006
F -1.203 0.349 -1.392
F -2.185 0.791 0.574
C 0.270 0.205 0.683
C 0.724 1.703 0.645
C -0.046 2.735 -0.456
C 0.697 2.839 -1.945
O 0.730 3.971 -0.823
C 0.011 -0.099 2.260
Cl -1.477 -0.910 2.975
C 0.884 0.299 3.315
C 2.244 1.051 3.143
Cl 0.505 -0.053 5.083
H 4.408 -1.895 0.546
H 4.210 -0.713 2.105
H 1.804 -2.087 1.973
H 3.039 0.606 -0.525
H 1.629 0.353 -1.782
H 3.279 -2.154 -1.392
H 2.885 -1.258 -2.973
H 6.003 -0.882 -0.452
H 6.384 0.450 -1.311
H -1.418 -2.288 0.674
H -3.650 -1.161 1.064
H -3.624 -2.635 0.011
H -4.873 -1.586 -1.601
H -3.463 -0.526 -2.062
H -7.376 1.539 -1.001
H -6.646 1.985 0.696
H -8.031 0.750 0.599
H 1.820 1.957 0.578
H 0.349 2.244 1.591
H -1.233 2.796 -0.442
H 1.817 2.704 -1.996
H 0.061 3.277 -2.783
H 2.964 0.683 3.958
H 2.106 2.173 3.366
H 2.782 0.977 2.161
*
```

Computed properties:
Strongest force on any atom ... 0.0996 Eh/bohr
Energy ... -77234.090 eV
Gap between HOMO and LUMO ... 0.27501 Eh
Relative energy (zero: lowest compared OMol25 entry of this formula, charge and spin) ... 645.0 kJ/mol